(1)
Molecular formula: CH14O6
Method: DFT, the ωB97M-V functional and the def2-TZVPD basis

Computed properties:
Frontier orbital gap   0.413 Ha
Charge   0
SMILES   CO.O.O.O.O.O
ΔE to the lowest compared entry with this formula, charge and spin   0.343 eV
DFT total energy   -497.92825 Ha
E_HOMO   -0.391 Eh

Element x y z (Å)
C  2.067  -0.824  1.048
O  1.188  0.122  0.434
H  1.866  -1.795  0.610
H  1.883  -0.868  2.122
H  3.106  -0.492  0.957
H  1.315  1.001  0.830
H  -0.192  0.164  1.801
H  -1.637  0.254  2.065
O  -0.803  0.541  2.460
H  -2.374  -0.731  -1.186
H  -2.866  -1.499  0.052
O  -2.415  -0.696  -0.221
H  -1.486  -2.440  -2.785
H  -1.354  -1.075  -3.497
O  -1.975  -1.657  -3.048
H  0.433  2.151  2.350
H  0.498  3.323  1.393
O  1.049  2.632  1.774
H  0.413  1.071  -3.016
H  0.907  0.531  -1.687
O  0.376  0.288  -2.457

Cartesian forces (eV/Å) of the 3 atoms listed first:
C 0.054 0.870 0.393
O -0.024 -0.188 -0.108
H 0.214 -0.024 -0.136

---

(2)
Molecular formula: CH15NO5
Method: DFT, the ωB97M-V functional and the def2-TZVPD basis

Computed properties:
Frontier orbital gap   0.360 Ha
Charge   0
SMILES   CN.O.O.O.O.O
ΔE to the lowest compared entry with this formula, charge and spin   1.210 eV
DFT total energy   -478.02271 Ha
E_HOMO   -0.347 Eh

Element x y z (Å)
C  -0.037  2.329  0.966
N  -0.151  0.956  0.567
H  -0.545  2.589  1.889
H  -0.231  3.050  0.162
H  1.015  2.626  1.003
H  0.120  0.231  1.221
H  -1.051  0.636  0.276
H  -2.710  -0.910  -0.505
H  -3.942  -0.541  0.469
O  -3.184  -0.226  -0.027
H  -0.758  1.965  -3.566
H  -0.512  0.899  -2.509
O  -0.763  1.819  -2.613
H  0.902  0.122  -0.911
H  2.221  -0.148  -1.627
O  1.375  -0.474  -1.521
H  1.451  -2.220  2.648
H  2.352  -1.671  3.829
O  1.683  -1.456  3.177
H  0.946  -2.507  -1.367
H  1.046  -3.622  -0.326
O  0.773  -3.450  -1.234

Cartesian forces (eV/Å) of the 3 atoms listed first:
C 1.065 0.963 -0.376
N 0.440 -1.379 -0.956
H -0.094 0.212 0.055

---

(3)
Molecular formula: CH15NO5
Method: DFT, the ωB97M-V functional and the def2-TZVPD basis

Computed properties:
Spin multiplicity   2
Frontier orbital gap (spin up / spin down)   0.387 / 0.195 Ha
Charge   +1
ΔE to the lowest compared entry with this formula, charge and spin   0.085 eV
DFT total energy   -477.69685 Ha
E_HOMO (spin up / spin down)   -0.526 / -0.525 Eh

Element x y z (Å)
C  0.101  -0.567  -1.782
N  0.898  0.189  -0.883
H  0.217  -0.144  -2.779
H  -0.924  -0.668  -1.419
H  0.444  -1.614  -1.904
H  1.541  0.855  -1.336
H  0.454  0.597  -0.058
H  -3.667  0.332  -1.702
H  -2.879  -0.028  -3.002
O  -3.567  -0.314  -2.410
H  -2.024  0.382  0.079
H  -2.575  -0.279  1.343
O  -2.840  0.079  0.489
H  2.550  0.568  1.620
H  2.981  2.027  1.672
O  2.361  1.433  1.245
H  1.964  -1.426  0.466
H  1.924  -2.062  1.877
O  2.289  -1.337  1.356
H  0.514  1.239  1.930
H  0.374  0.140  2.946
O  -0.137  0.597  2.253

Cartesian forces (eV/Å) of the 3 atoms listed first:
C -0.036 -0.555 0.182
N -0.852 1.428 -1.327
H -0.115 0.038 -0.144

---

(4)
Molecular formula: CH15NO6
Method: DFT, the ωB97M-V functional and the def2-TZVPD basis

Computed properties:
Frontier orbital gap   0.418 Ha
Charge   0
SMILES   C=N.O.O.O.O.O.O
ΔE to the lowest compared entry with this formula, charge and spin   2.153 eV
DFT total energy   -553.24162 Ha
E_HOMO   -0.404 Eh

Element x y z (Å)
C  1.254  -1.172  1.224
N  0.918  -2.248  0.566
H  1.606  -0.300  0.576
H  0.992  -0.974  2.260
H  0.718  -2.945  1.329
H  1.349  -1.730  -2.662
H  1.233  -1.585  -1.250
O  1.189  -1.063  -2.034
H  -1.168  1.483  2.351
H  -0.767  2.611  1.451
O  -0.641  2.284  2.427
H  -2.604  -1.457  1.875
H  -2.175  -0.984  0.484
O  -2.371  -0.673  1.373
H  1.879  2.366  0.802
H  3.055  2.971  0.140
O  2.250  2.345  -0.076
H  0.030  0.740  -2.277
H  0.040  1.953  -1.653
O  -0.649  1.420  -2.050
H  -0.726  -1.202  -1.162
H  -2.026  -0.763  -1.684
O  -1.701  -1.491  -1.126

Cartesian forces (eV/Å) of the 3 atoms listed first:
C -1.018 0.095 -3.020
N 1.360 0.929 3.010
H -0.364 -0.965 1.125

---

(5)
Molecular formula: CH16MnO10
Method: DFT, the ωB97M-V functional and the def2-TZVPD basis

Computed properties:
Spin multiplicity   6
Frontier orbital gap (spin up / spin down)   0.178 / 0.173 Ha
Charge   +2
DFT total energy   -1950.26707 Ha
E_HOMO (spin up / spin down)   -0.587 / -0.587 Eh

Element x y z (Å)
O  -3.101  0.535  0.460
H  -3.004  0.381  1.403
H  -3.831  0.029  0.094
H  -2.297  0.232  0.033
O  -0.921  -1.585  2.774
H  -0.234  -1.419  2.125
H  -1.776  -1.161  2.664
H  -0.619  -1.305  3.641
Mn  1.904  0.800  2.250
C  0.387  0.052  0.338
O  0.855  1.160  0.396
O  -0.639  -0.308  -0.202
O  0.843  -0.747  1.159
O  2.932  -2.283  -0.004
H  2.343  -1.790  0.566
H  3.675  -2.508  0.556
O  -1.276  2.791  -0.457
H  -1.818  2.198  -0.978
H  -0.415  2.375  -0.438
O  -0.310  -2.459  -1.952
H  -0.401  -1.657  -1.437
H  0.633  -2.560  -2.074
O  2.183  2.898  -1.054
H  2.675  3.190  -0.287
H  1.655  2.166  -0.737
O  0.461  0.590  -3.024
H  0.274  0.168  -2.186
H  -0.179  0.217  -3.629

Cartesian forces (eV/Å) of the 3 atoms listed first:
O -1.046 0.646 0.391
H -0.468 0.347 0.471
H -1.179 -0.390 -0.313

---

(6)
Molecular formula: CH18F3O12S
Method: DFT, the ωB97M-V functional and the def2-TZVPD basis

Computed properties:
Frontier orbital gap   0.390 Ha
Charge   -1
ΔE to the lowest compared entry with this formula, charge and spin   0.152 eV
DFT total energy   -1649.70673 Ha
E_HOMO   -0.291 Eh

Element x y z (Å)
C  0.841  -1.066  0.422
F  1.909  -0.417  0.066
F  0.753  -2.246  -0.189
F  0.870  -1.297  1.722
S  -0.738  -0.062  0.048
O  -1.918  -0.744  0.553
O  -0.498  1.224  0.711
O  -0.794  0.040  -1.403
O  -3.300  -0.332  2.889
H  -3.871  0.421  2.711
H  -2.798  -0.467  2.052
O  3.360  -2.128  3.131
H  3.190  -1.208  2.883
H  2.830  -2.270  3.922
O  2.091  -4.189  -1.700
H  1.591  -3.369  -1.712
H  2.779  -4.044  -1.042
O  1.907  2.436  0.092
H  1.905  2.315  -0.862
H  1.068  2.010  0.400
O  -2.370  1.634  -3.002
H  -1.797  1.280  -2.300
H  -2.960  0.904  -3.216
O  -4.226  -1.274  -1.171
H  -3.992  -2.025  -1.726
H  -3.464  -1.167  -0.574
O  -1.069  3.865  1.673
H  -1.069  3.037  1.163
H  -0.177  3.927  2.025
O  -0.522  -0.192  -4.469
H  0.033  0.477  -4.880
H  -0.556  0.061  -3.534
O  3.583  1.365  2.064
H  4.429  1.783  1.883
H  2.976  1.717  1.370

Cartesian forces (eV/Å) of the 3 atoms listed first:
C -2.594 0.113 0.463
F 0.826 0.202 -0.532
F 0.245 -0.067 -0.326

---

(7)
Molecular formula: CH21LiO10
Method: DFT, the ωB97M-V functional and the def2-TZVPD basis

Computed properties:
Frontier orbital gap   0.309 Ha
Charge   0
ΔE to the lowest compared entry with this formula, charge and spin   0.350 eV
DFT total energy   -810.55108 Ha
E_HOMO   -0.342 Eh

Element x y z (Å)
Li  -1.719  0.836  1.252
C  0.239  0.530  0.230
O  -0.889  0.288  -0.427
H  1.219  0.643  -0.226
H  0.319  -0.210  0.980
H  0.017  1.465  0.636
O  2.261  0.093  2.473
H  2.213  -0.025  1.577
H  1.936  0.953  2.502
O  -0.942  0.956  3.124
H  -1.506  1.103  4.044
H  -0.273  1.570  3.086
O  -2.372  -2.099  -0.835
H  -1.952  -2.393  -1.662
H  -2.124  -1.268  -0.700
O  -0.619  -3.562  0.718
H  0.264  -3.052  0.300
H  -1.309  -3.009  0.641
O  1.839  -2.555  -0.535
H  1.701  -1.814  -1.035
H  2.777  -2.722  -0.581
O  -1.479  2.516  -2.274
H  -1.395  1.716  -1.708
H  -0.847  3.275  -2.092
O  -2.419  2.507  1.077
H  -2.725  3.329  1.444
H  -2.749  2.500  0.148
O  3.441  0.344  -1.871
H  3.842  -0.475  -1.628
H  2.547  0.429  -1.607
O  0.577  -0.634  -2.452
H  0.194  -0.022  -1.674
H  -0.055  -1.220  -2.922

Cartesian forces (eV/Å) of the 3 atoms listed first:
Li 0.248 -0.553 -0.016
C 0.374 0.009 1.355
O -2.806 -0.596 -2.711

---

(8)
Molecular formula: CH21NaO10Pd
Method: DFT, the ωB97M-V functional and the def2-TZVPD basis

Computed properties:
Spin multiplicity   3
Frontier orbital gap (spin up / spin down)   0.220 / 0.180 Ha
Charge   +2
DFT total energy   -1092.49683 Ha
E_HOMO (spin up / spin down)   -0.561 / -0.561 Eh

Element x y z (Å)
Na  -0.505  -1.999  4.148
Pd  -2.402  -4.399  0.439
C  0.196  -0.838  0.336
O  0.018  -2.169  0.750
H  0.440  -0.719  -0.719
H  -0.737  -0.318  0.555
H  0.953  -0.282  0.889
O  0.825  3.669  1.922
H  0.428  3.133  2.609
H  1.648  3.975  2.303
O  -1.787  3.413  -0.423
H  -1.029  3.559  0.143
H  -1.938  2.468  -0.383
O  5.305  1.043  2.096
H  5.893  1.319  1.393
H  4.459  0.919  1.666
O  -4.002  -2.339  -0.884
H  -4.863  -1.926  -0.822
H  -3.569  -1.883  -1.606
O  4.280  -2.053  -1.054
H  4.701  -2.710  -0.501
H  3.387  -2.376  -1.172
O  -4.370  1.882  1.437
H  -3.891  2.709  1.483
H  -4.932  1.886  2.212
O  2.598  -4.120  2.677
H  2.844  -4.870  2.135
H  1.803  -3.779  2.268
O  -2.390  -0.281  -3.526
H  -1.551  0.179  -3.557
H  -3.047  0.413  -3.581
O  0.283  1.800  -4.472
H  0.947  2.089  -3.847
H  0.005  2.602  -4.915

Cartesian forces (eV/Å) of the 3 atoms listed first:
Na 0.254 0.069 0.177
Pd -0.552 0.613 -0.768
C 0.647 -0.613 -0.242